{"formula": "C38H36CaClN2O7P2", "method": "ωB97M-V with the def2-TZVPD basis set", "mol_weight_g_mol": 770.19, "total_energy_ev": -106849.156, "total_charge": -1, "lumo_energy_ha": 0.08608, "species": ["Ca", "O", "C", "C", "N", "C", "C", "O", "O", "C", "C", "O", "O", "H", "H", "H", "H", "H", "H", "H", "H", "H", "Cl", "C", "C", "C", "C", "O", "C", "C", "O", "C", "H", "H", "H", "H", "C", "N", "P", "C", "C", "C", "C", "C", "C", "C", "C", "C", "C", "C", "C", "P", "C", "C", "C", "C", "C", "C", "C", "C", "C", "C", "C", "C", "H", "H", "H", "H", "H", "H", "H", "H", "H", "H", "H", "H", "H", "H", "H", "H", "H", "H", "H", "H", "H", "H", "H"], "coordinates": [[0.23834, -0.47482, 0.07085], [2.55078, -1.06926, 0.45052], [2.74371, -2.24396, 1.23085], [1.68601, -3.28831, 0.89387], [0.36322, -2.67751, 0.96850], [-0.65764, -3.45740, 0.27303], [-1.88345, -2.55590, -0.02293], [-2.99675, -3.06965, -0.06985], [-1.58512, -1.33272, -0.21198], [-0.04456, -2.41215, 2.35543], [0.48027, -1.03866, 2.85117], [1.05247, -0.98448, 3.93884], [0.25048, -0.07113, 2.05621], [2.30555, -1.34367, -0.45290], [2.66439, -1.94939, 2.27711], [3.74603, -2.65805, 1.06495], [1.78650, -4.15557, 1.56475], [1.84121, -3.62570, -0.13262], [-0.97238, -4.34435, 0.83593], [-0.27651, -3.76662, -0.70318], [0.29089, -3.20055, 3.03858], [-1.13374, -2.34163, 2.38597], [4.27946, 1.02631, -6.56042], [3.46177, 0.89057, -5.02504], [3.30409, 2.03712, -4.22273], [2.65835, 1.95717, -3.02388], [2.09629, 0.72961, -2.53002], [1.43684, 0.68479, -1.45367], [2.30677, -0.42313, -3.36976], [1.81910, -1.70724, -2.98313], [1.29375, -2.02016, -1.91501], [2.97242, -0.30903, -4.60676], [3.70167, 2.97970, -4.57767], [2.54327, 2.83647, -2.40650], [1.95999, -2.49925, -3.74726], [3.08773, -1.19247, -5.22515], [-1.08430, 3.22852, -2.12030], [-1.26389, 2.43385, -0.91443], [-2.50599, 1.25799, -0.65154], [-4.08785, 2.22625, -0.86735], [-4.62736, 2.68011, -2.06986], [-5.87350, 3.28819, -2.10291], [-6.60941, 3.44398, -0.93548], [-6.08226, 3.00739, 0.27087], [-4.83141, 2.40731, 0.29898], [-2.59442, 0.33925, -2.23398], [-3.76308, -0.37193, -2.50644], [-3.80879, -1.28664, -3.54384], [-2.68498, -1.50708, -4.32682], [-1.51772, -0.80663, -4.06423], [-1.47129, 0.10881, -3.02402], [-0.57616, 2.82279, 0.61961], [-1.16420, 4.56208, 0.85868], [-0.44933, 5.44141, 1.67542], [-0.91140, 6.72579, 1.91211], [-2.10723, 7.15477, 1.35209], [-2.84893, 6.27633, 0.57773], [-2.38612, 4.98918, 0.34291], [1.20248, 3.25577, 0.32577], [1.63844, 4.41540, -0.31654], [2.98965, 4.71745, -0.38829], [3.93097, 3.86533, 0.17454], [3.50932, 2.70660, 0.80653], [2.15600, 2.41230, 0.89209], [-1.79884, 2.91360, -2.88020], [-0.07547, 3.09300, -2.52078], [-1.23449, 4.29378, -1.92581], [-4.08394, 2.54078, -2.99680], [-6.28265, 3.62742, -3.04715], [-7.59592, 3.88960, -0.97024], [-6.65179, 3.11750, 1.18545], [-4.41732, 2.05235, 1.23661], [-4.63343, -0.22968, -1.87792], [-4.71683, -1.84640, -3.72939], [-2.71308, -2.22975, -5.13310], [-0.63472, -0.98983, -4.66503], [-0.55360, 0.63708, -2.80129], [0.48078, 5.11498, 2.12349], [-0.33489, 7.39712, 2.53705], [-2.46158, 8.16323, 1.52568], [-3.79585, 6.58954, 0.15463], [-2.98538, 4.30479, -0.24527], [0.92372, 5.10321, -0.75324], [3.31213, 5.62162, -0.89201], [4.98404, 4.11364, 0.12484], [4.22855, 2.01881, 1.23300], [1.83317, 1.52741, 1.42149]]}

***

{"formula": "C15H18N3O7SeZr", "method": "ωB97M-V with the def2-TZVPD basis set", "mol_weight_g_mol": 522.51, "total_energy_ev": -101274.111, "total_charge": 1, "lumo_energy_ha": -0.13376, "species": ["Zr", "O", "C", "O", "C", "C", "C", "C", "C", "O", "C", "C", "O", "O", "H", "H", "H", "H", "H", "H", "H", "H", "C", "O", "C", "O", "N", "N", "H", "H", "H", "H", "H", "H", "Se", "C", "C", "C", "N", "C", "C", "H", "H", "H", "H"], "coordinates": [[-0.51222, 0.49652, 0.34496], [-1.62353, 3.81267, -1.44117], [-0.99099, 2.80564, -1.46290], [-0.28920, 2.34764, -0.38994], [-0.73113, 1.98978, -2.73468], [0.77621, 1.64739, -2.75640], [1.25333, 1.35522, -4.17000], [0.56644, 0.00020, -4.44003], [-0.09400, -0.30008, -3.09937], [0.78132, 0.33995, -2.11258], [-1.36257, 0.54720, -2.86862], [-1.92182, 0.07423, -1.53550], [-1.44935, -0.99616, -1.01742], [-2.45716, 0.89421, -0.73778], [-1.03209, 2.60982, -3.57519], [1.39199, 2.34518, -2.19640], [2.33796, 1.26667, -4.19719], [0.95859, 2.14017, -4.86329], [1.28580, -0.77556, -4.69216], [-0.17050, 0.04496, -5.24042], [-0.20780, -1.34838, -2.85815], [-2.09739, 0.50146, -3.67013], [3.72076, -2.31077, 2.24897], [2.37966, -2.32868, 1.71889], [1.83518, -1.25156, 1.24812], [0.67231, -1.29116, 0.81125], [2.52461, -0.09202, 1.20602], [1.83286, 1.01682, 0.70452], [3.90783, -3.32415, 2.58339], [3.78602, -1.62839, 3.09617], [4.43425, -2.05116, 1.46667], [3.46480, 0.01841, 1.54967], [2.24199, 1.32621, -0.17500], [1.84695, 1.78121, 1.37663], [-0.67202, 1.20121, 2.86166], [-1.75575, -0.26637, 3.45793], [-1.96675, -0.47491, 4.81095], [-2.83953, -1.48561, 5.19235], [-3.49049, -2.26479, 4.33382], [-3.27319, -2.06312, 3.04017], [-2.41300, -1.08809, 2.55511], [-1.48432, 0.14236, 5.55624], [-3.03135, -1.66277, 6.24414], [-3.80723, -2.70895, 2.35242], [-2.32549, -0.99246, 1.47424]]}

***

{"formula": "C24H29N2O7Sr", "method": "ωB97M-V with the def2-TZVPD basis set", "mol_weight_g_mol": 545.12, "total_energy_ev": -43504.974, "total_charge": 1, "lumo_energy_ha": -0.07940, "species": ["Sr", "C", "C", "O", "C", "C", "O", "C", "C", "O", "C", "C", "O", "H", "H", "H", "H", "H", "H", "H", "H", "H", "H", "H", "H", "H", "H", "H", "H", "N", "C", "C", "C", "C", "C", "C", "C", "C", "N", "C", "H", "H", "H", "H", "H", "H", "H", "H", "O", "C", "C", "C", "C", "C", "C", "C", "O", "O", "H", "H", "H", "H", "H"], "coordinates": [[-0.73901, 0.21239, 0.50125], [-3.61867, -1.10480, -0.91666], [-3.72266, 0.39469, -0.74782], [-2.46638, 1.05074, -0.97783], [-2.16496, 1.55854, -2.27780], [-1.41318, 0.54396, -3.09698], [-0.21486, 0.24576, -2.38383], [0.49916, -0.87876, -2.89021], [-0.05365, -2.16727, -2.33974], [0.03884, -2.07764, -0.92786], [-0.65878, -3.08079, -0.19587], [-2.16282, -2.93470, -0.34783], [-2.49071, -1.55957, -0.15898], [-3.47836, -1.39677, -1.96021], [-4.54088, -1.56669, -0.55615], [-3.98638, 0.63321, 0.27943], [-4.49525, 0.79347, -1.40790], [-1.51874, 2.42080, -2.11557], [-3.07157, 1.89360, -2.78386], [-1.17647, 0.96326, -4.07854], [-2.00397, -0.36465, -3.24694], [1.53454, -0.75540, -2.57727], [0.47298, -0.89706, -3.98238], [0.53418, -3.01282, -2.70997], [-1.09053, -2.30993, -2.66037], [-0.35969, -2.94485, 0.84589], [-0.35847, -4.08377, -0.50653], [-2.67331, -3.55821, 0.38830], [-2.49493, -3.25196, -1.33832], [1.95483, -1.13075, 1.09047], [2.08024, -1.56490, 2.42929], [2.77955, -2.68381, 2.77777], [2.88593, -3.07785, 4.13192], [2.32386, -2.32759, 5.11988], [1.58473, -1.16610, 4.78196], [0.99845, -0.31911, 5.75013], [0.30275, 0.77907, 5.34940], [0.13289, 1.01132, 3.96967], [0.64035, 0.24670, 3.02792], [1.41522, -0.80906, 3.43314], [2.55592, -1.63768, 0.45752], [2.12943, -0.13549, 1.01026], [3.28843, -3.25833, 2.01044], [3.44988, -3.96796, 4.37841], [2.43517, -2.60096, 6.16226], [1.12136, -0.55157, 6.80195], [-0.14348, 1.45974, 6.06151], [-0.47077, 1.85283, 3.65392], [-4.54195, 2.77776, 1.74163], [-3.70562, 3.73398, 2.24664], [-4.20831, 4.89601, 2.81724], [-3.34520, 5.87349, 3.28776], [-1.97068, 5.71237, 3.17580], [-1.47741, 4.55768, 2.59135], [-2.32670, 3.55086, 2.14243], [-1.71144, 2.30593, 1.59471], [-2.23607, 1.17337, 1.85675], [-0.64224, 2.42062, 0.91266], [-5.45297, 3.04918, 1.90822], [-5.28238, 5.03639, 2.88641], [-3.75314, 6.77042, 3.73650], [-1.29558, 6.47923, 3.53226], [-0.40995, 4.41561, 2.47058]]}

***

{"formula": "C2H9NP", "method": "ωB97M-V with the def2-TZVPD basis set", "mol_weight_g_mol": 78.07, "total_energy_ev": -12990.477, "total_charge": 1, "smiles": "C[C@@H]([NH3+])P", "lumo_energy_ha": -0.14608, "species": ["C", "C", "N", "P", "H", "H", "H", "H", "H", "H", "H", "H", "H"], "coordinates": [[0.23981, 0.66999, 1.24157], [-0.18789, 0.22961, -0.15897], [0.84305, 0.16699, -1.27719], [-0.85297, -1.74097, 0.07216], [0.68974, -0.19601, 1.66654], [-0.51647, 1.02647, 1.89873], [1.00207, 1.54243, 1.25554], [-1.10149, 0.63041, -0.55625], [1.77182, 0.32629, -0.74738], [0.79864, -0.75355, -1.73056], [0.93589, 0.93418, -1.95217], [-1.92131, -1.56230, -0.91735], [-1.70089, -1.27352, 1.20534]]}

***

The records above give, respectively, highest occupied orbital energy values of -5.62; -11.54; -10.69; -14.31 eV.
The records above give, respectively, gap between HOMO and LUMO values of 0.2924; 0.2903; 0.3136; 0.3799 hartree.
The records above give, respectively, largest force on an atom values of 3.020; 0.812; 3.576; 3.496 eV/Å.